The following is a DFT calculation (ωB97M-V/def2-TZVPD) of a structure of composition C5H4BrF8OPt2 at a distorted geometry.

Calculated values
Total energy   -105529.6526 eV
Strongest force on any atom   4.91 eV/Å
HOMO energy (alpha / beta)   -21.16 / -21.02 eV
Kohn-Sham gap (alpha / beta)   7.338 / 4.484 eV
ΔE to the lowest compared entry with this formula, charge and spin   1.2359 eV

Geometry as ORCA input:
```
! RIJCOSX wB97M-V def2-TZVPD def2/J DEFGRID3
* xyz 3 5
Pt -0.846 -5.687 -3.410
Pt -3.186 -2.709 -4.667
Br -1.350 -3.064 -2.527
C -0.329 1.049 0.109
C 0.392 2.380 -0.231
C 1.555 2.725 0.721
F 1.320 2.916 1.967
F 2.511 1.777 0.729
F 0.923 2.326 -1.497
F -0.420 3.358 -0.206
O 0.506 -0.041 -0.159
C 0.590 -0.992 0.873
C -0.805 -1.720 1.153
F -0.648 -2.717 2.096
F -1.833 -0.916 1.427
F 1.434 -1.901 0.378
F 1.108 -0.419 1.972
H -1.260 1.055 -0.457
H -0.611 1.082 1.161
H 1.971 3.673 0.380
H -1.019 -2.174 0.185
*
```